1.
Density functional theory data (ωB97M-V/def2-TZVPD) for a molecular structure, C25H50ClNOP2PdSi2.

```
83
Properties=species:S:1:pos:R:3:forces:R:3
Pd -0.743114 -0.353053 0.156674 0.0896 0.1727 -0.4682
C -1.135018 2.298654 1.231783 0.0076 -0.2644 -0.0229
C -0.140445 2.462540 0.241030 0.2757 0.1567 -0.8447
C -0.596749 1.788824 -0.942342 -0.5336 1.1234 0.8436
Si 1.489672 3.350512 0.516204 -0.6710 -0.5219 0.0225
C -1.909628 1.257580 -0.668795 -0.1118 -0.1964 0.3353
C -2.193326 1.480121 0.746223 -0.1172 0.0301 -0.6842
Si -3.603277 0.756043 1.748931 0.4911 -0.0419 -0.4453
H -1.105069 2.755088 2.222505 0.1057 -0.3741 -0.1789
H -0.093814 1.772226 -1.903429 -0.1206 -0.0722 0.0766
H -2.615527 0.860411 -1.394896 0.2069 0.2203 0.0754
Cl 0.584616 -1.675060 -1.893362 -1.6492 2.0682 2.7266
C -3.651322 1.589875 3.412465 -0.1236 0.0617 0.0440
C -5.192480 0.994235 0.802400 -0.3115 0.1526 0.1900
C 1.514448 4.115417 2.219606 -0.0068 0.0896 -0.0353
C 1.726195 4.650197 -0.804127 0.1017 0.2505 0.0419
H -5.486944 2.048113 0.914864 -0.0531 -0.2423 -0.1225
H -5.980934 0.366303 1.238707 0.0239 0.1594 -0.1776
H -5.112039 0.773887 -0.268922 -0.0114 0.0624 0.2684
H -2.719255 1.420992 3.967943 -0.2250 0.0255 -0.0860
H -4.491231 1.180345 3.988611 0.1895 0.1621 0.0424
H -3.798749 2.670949 3.286890 0.0050 -0.2094 0.1166
H 1.032090 5.474533 -0.584341 0.1883 -0.1309 -0.1401
H 1.512450 4.290009 -1.817885 0.0053 0.1432 0.2558
H 2.752069 5.042664 -0.772400 -0.1995 0.0269 -0.1076
H 0.692952 4.836754 2.320276 0.1957 -0.0933 0.0640
H 2.466925 4.640882 2.373231 -0.2205 -0.0636 0.0770
H 1.405571 3.345910 2.995567 0.0377 0.1775 -0.1532
C -3.299532 -1.107353 2.016941 -0.4466 -0.1047 0.1855
C 2.913199 2.093027 0.475116 -0.4911 -0.2646 0.2601
P -2.402108 -1.843298 0.621238 -0.1750 0.1267 -0.1255
H -4.249793 -1.631924 2.205469 0.1520 0.1245 0.0812
H -2.676617 -1.220950 2.917752 -0.0376 0.0298 -0.2284
P 2.732163 0.807498 -0.807517 2.1622 0.8955 0.3528
H 2.907127 1.566186 1.446970 -0.0320 0.2050 -0.4165
H 3.875417 2.617327 0.370894 -0.1974 -0.2232 -0.1823
C 4.277177 -0.264403 -0.574556 -0.8282 -0.7035 -0.3018
C 3.104995 1.772365 -2.400145 -1.0376 -0.3512 -0.0705
C -3.637721 -1.920748 -0.766537 0.0521 -0.1547 0.2411
C -1.971231 -3.584982 1.041776 -0.1024 -0.1862 -0.1400
C -0.513031 -3.714351 1.498859 0.1242 0.0045 -0.1432
H -2.089165 -4.116367 0.078376 0.0485 0.0725 0.3505
C -2.891959 -4.204026 2.098840 -0.0110 -0.1679 -0.0042
H -2.756342 -3.702975 3.069220 -0.0696 -0.1662 -0.2770
H -2.618335 -5.260068 2.220235 -0.0634 0.1760 0.0819
H -3.951514 -4.170392 1.827605 0.1559 0.0698 0.0781
H 0.189639 -3.295662 0.765839 -0.1883 -0.0532 0.1548
H -0.277346 -4.778413 1.636117 -0.0114 0.2055 -0.0047
H -0.355148 -3.210955 2.460909 -0.0099 -0.0168 -0.1596
H -4.001962 -0.884507 -0.878933 0.1764 -0.3490 0.0887
C -4.832682 -2.824402 -0.446983 -0.2444 0.0210 -0.2383
C -2.956287 -2.337319 -2.078012 -0.0841 0.0427 -0.0835
H -5.385987 -2.504233 0.445673 0.1773 -0.0830 -0.1474
H -4.531380 -3.873540 -0.321341 -0.0328 0.2653 -0.0310
H -5.534175 -2.787513 -1.292428 0.0817 -0.0625 0.1848
H -2.147973 -1.651912 -2.359013 -0.1071 -0.1861 0.1490
H -3.699181 -2.337660 -2.888774 0.1372 -0.0628 0.1827
H -2.533428 -3.350798 -2.009048 -0.0834 0.2725 -0.0345
H 2.365336 2.588968 -2.391770 0.2147 -0.2915 0.0124
C 2.820010 0.886503 -3.619285 0.0842 0.1272 -0.1484
C 4.500821 2.389145 -2.453247 0.2562 0.0416 0.1613
H 4.675861 3.120661 -1.654796 -0.0389 -0.2063 -0.1115
H 4.615623 2.927185 -3.405368 -0.1118 -0.1767 0.1777
H 5.286105 1.624483 -2.409897 -0.1695 0.1752 -0.0721
H 1.771141 0.573301 -3.650403 0.1995 -0.0490 0.0611
H 3.451840 -0.011390 -3.622667 -0.1540 0.1645 -0.0148
H 3.033839 1.447122 -4.541974 -0.0288 -0.1428 0.2387
C 3.886820 -1.554484 0.157879 0.0129 -0.2628 0.0631
C 5.429928 0.411785 0.159384 0.0691 0.2455 0.0875
H 4.576144 -0.513906 -1.607984 -0.1252 0.0441 0.2850
H 5.138658 0.659378 1.186441 0.1076 -0.0206 -0.1838
H 5.795734 1.316483 -0.337521 -0.0855 -0.1604 0.1757
H 6.264995 -0.300369 0.217529 -0.2109 0.1226 -0.0479
H 3.558484 -1.331321 1.181566 0.0739 -0.0436 -0.2374
H 4.755351 -2.224620 0.214094 -0.1473 0.1516 -0.0216
H 3.069616 -2.085488 -0.342544 0.1194 0.1529 0.0681
C 1.540291 -2.548437 -3.275780 1.8860 -1.6316 -2.5765
H 0.794741 -3.097322 -3.863227 0.3133 0.0388 0.1111
H 2.272678 -3.194166 -2.774298 -0.1940 0.0700 -0.2883
H 2.017918 -1.755057 -3.859376 -0.0792 -0.3135 0.0105
O 0.997723 -0.996541 3.463994 -0.1563 0.2808 -0.6626
C 1.005965 -0.601848 2.334214 0.6079 0.1897 -0.7254
N 1.079487 -0.202672 1.187082 0.9736 -0.7537 2.1221
```
Positions in Å, forces in eV/Å.

Properties
spin multiplicity = 5
Kohn-Sham gap (alpha / beta) = 3.12 / 5.51 eV
total energy = -80605.8995 eV
max |F| = 3.80 eV/Å
E_HOMO (alpha / beta) = -2.64 / -8.15 eV
<S²> = 6.021

Mulliken analysis output, partial charges in e: Pd 0.197; C -0.654; C 0.869; C -0.435; Si -0.209; C -1.356; C 0.546; Si -0.092; H 0.443; H 0.307; H 0.559; Cl -0.791; C -1.197; C -1.088; C -1.165; C -1.143; H 0.355; H 0.358; H 0.342; H 0.301; H 0.355; H 0.331; H 0.381; H 0.392; H 0.357; H 0.341; H 0.369; H 0.299; C -1.228; C -1.262; P 0.975; H 0.723; H 0.441; P 0.522; H 0.435; H 0.854; C 0.601; C 1.350; C 1.350; C 0.983; C -1.452; H 0.276; C -1.575; H 0.303; H 0.481; H 0.328; H 0.132; H 0.509; H 0.343; H -0.566; C -1.582; C -1.503; H 0.308; H 0.298; H 0.456; H 0.189; H 0.483; H 0.306; H -0.623; C -1.406; C -1.600; H 0.304; H 0.467; H 0.289; H 0.294; H 0.283; H 0.471; C -1.389; C -1.617; H 0.399; H 0.309; H 0.303; H 0.479; H 0.250; H 0.533; H 0.135; C -0.815; H 0.443; H 0.098; H 0.152; O -0.721; C 0.398; N 0.109

2.
Density functional theory data (ωB97M-V/def2-TZVPD) for ClH2NOS2 in the gas phase.

```
7
Properties=species:S:1:pos:R:3:forces:R:3
N 0.903832 0.322146 0.143312 1.1214 0.6492 -1.0421
S -0.577613 -0.024311 -0.354315 -0.4095 1.5077 -0.1977
O -0.522930 -0.211819 -1.784061 -0.7029 0.3840 0.7280
S -1.779421 1.621087 0.773769 1.3665 -2.6545 -1.5965
Cl -0.666216 -1.933569 0.447741 -0.7776 -0.0512 0.1096
H 1.771917 0.021728 -0.342766 -1.3336 -0.0629 0.2762
H 0.870429 0.204741 1.116323 0.7357 0.2277 1.7224
```
Positions in Å, forces in eV/Å.

Properties
Kohn-Sham gap = 7.55 eV
total energy = -37760.3963 eV
max |F| = 3.39 eV/Å
structure (SMILES) = N[S@](=O)(=S)Cl
E_HOMO = -9.40 eV

Mulliken analysis output, partial charges in e: N -0.440; S 0.736; O -0.490; S -0.241; Cl -0.150; H 0.278; H 0.307